Computed, not measured: a molecular structure, C31H20Cl4N5O10W, with ωB97M-V/def2-TZVPD.

## Properties
- Frontier orbital gap (alpha / beta): 5.59 / 6.97 eV
- Total charge: -1
- Spin multiplicity: 3
- E_LUMO (alpha / beta): 1.78 / 1.77 eV

Last column: Löwdin charge in e.
Cartesian coordinates (Å):
W -0.020 1.860 0.150  1.99
C 2.517 3.898 -0.781  -0.02
O 2.064 2.552 -0.605  -0.22
C 2.818 1.533 -1.164  -0.22
C 3.823 1.727 -2.083  -0.02
C 4.505 0.613 -2.572  -0.10
C 4.163 -0.652 -2.125  -0.10
C 3.145 -0.832 -1.198  -0.01
C 2.446 0.267 -0.709  -0.20
N 1.403 0.224 0.213  -0.09
N 1.226 -0.987 0.733  0.10
C 0.384 -1.150 1.765  -0.18
C -0.303 -0.114 2.414  -0.30
O -0.213 1.148 2.007  -0.22
C -1.115 -0.394 3.536  0.00
C -1.295 -1.668 3.986  -0.04
C -0.650 -2.761 3.338  -0.18
C -0.852 -4.095 3.755  -0.05
C -0.232 -5.137 3.120  -0.10
C 0.631 -4.881 2.038  -0.09
C 0.844 -3.595 1.614  -0.04
C 0.204 -2.507 2.244  -0.10
H 3.548 3.969 -0.434  0.11
H 1.870 4.518 -0.175  0.09
H 2.443 4.180 -1.833  0.10
H 4.078 2.719 -2.429  0.11
H 5.292 0.747 -3.302  0.10
H 4.688 -1.518 -2.509  0.10
H 2.864 -1.815 -0.852  0.10
H -1.615 0.445 4.004  0.12
H -1.939 -1.865 4.835  0.11
H -1.518 -4.280 4.592  0.11
H -0.403 -6.155 3.448  0.09
H 1.119 -5.704 1.531  0.10
H 1.493 -3.390 0.774  0.10
Cl -0.246 5.490 -5.733  0.64
C -0.118 4.203 -4.587  -0.71
C 0.247 2.928 -5.001  -0.71
Cl 0.581 2.614 -6.667  0.65
C 0.352 1.888 -4.069  -0.61
Cl 0.823 0.294 -4.520  0.72
C 0.088 2.143 -2.734  -0.35
O 0.142 1.243 -1.768  -0.22
C -0.259 3.430 -2.312  -0.37
O -0.434 3.551 -1.005  -0.22
C -0.373 4.457 -3.234  -0.62
Cl -0.808 6.029 -2.665  0.69
N -1.844 2.867 0.957  -0.03
N -1.464 3.786 1.944  0.05
C -0.129 4.156 2.009  -0.67
O 0.224 5.104 2.675  0.06
O 0.660 3.363 1.328  -0.18
H -2.262 3.346 0.164  0.13
H -2.473 2.127 1.311  0.08
H -2.159 4.427 2.284  0.15
O -3.254 0.567 1.182  0.04
C -2.451 -0.104 0.533  -0.53
O -1.418 0.349 -0.093  -0.15
C -2.609 -1.592 0.462  -0.10
C -3.556 -2.208 1.273  0.00
C -3.654 -3.590 1.312  -0.05
C -2.806 -4.368 0.543  0.00
C -1.879 -3.734 -0.267  -0.14
C -1.758 -2.359 -0.322  0.07
N -0.958 -4.562 -1.063  -0.35
O -0.112 -3.997 -1.723  0.08
O -1.105 -5.770 -1.022  0.06
H -4.188 -1.578 1.884  0.12
H -4.378 -4.066 1.960  0.11
H -2.839 -5.447 0.567  0.12
H -0.996 -1.891 -0.929  0.14



Computed, not measured: a molecular structure, C22H22BN9O2Re, with ωB97M-V/def2-TZVPD.

## Properties
- Frontier orbital gap (alpha / beta): 6.25 / 6.74 eV
- Total charge: +2
- Spin multiplicity: 2
- E_LUMO (alpha / beta): -8.55 / -8.24 eV

Last column: natural (NBO) charge in e.
Cartesian coordinates (Å):
Re 0.743 -0.154 -1.138  1.63
C 3.818 -3.106 -1.028  -0.31
C 3.344 -1.841 -0.747  0.02
N 2.103 -1.686 -1.266  -0.34
N 1.777 -2.861 -1.863  -0.31
C 2.794 -3.717 -1.738  0.07
B 0.427 -2.978 -2.597  0.52
N -0.689 -2.724 -1.537  -0.28
C -1.753 -3.436 -1.198  0.10
C -2.462 -2.769 -0.192  -0.29
C -1.757 -1.615 0.031  0.02
N -0.664 -1.583 -0.785  -0.38
N 0.368 -1.781 -3.586  -0.29
C 0.235 -1.696 -4.903  0.10
C 0.239 -0.354 -5.290  -0.30
C 0.374 0.357 -4.123  0.03
N 0.449 -0.520 -3.081  -0.30
H 4.774 -3.529 -0.753  0.27
H 3.814 -1.050 -0.194  0.23
H 2.730 -4.714 -2.152  0.26
H 0.295 -4.036 -3.137  0.02
H -1.954 -4.382 -1.684  0.26
H -3.372 -3.086 0.292  0.27
H -1.966 -0.810 0.724  0.24
H 0.151 -2.590 -5.507  0.26
H 0.149 0.044 -6.289  0.28
H 0.428 1.424 -3.954  0.25
C -2.536 1.881 5.732  -0.66
C -2.236 1.838 4.265  0.16
C -1.158 1.090 3.775  -0.24
C -0.843 1.062 2.442  0.09
C 0.367 0.255 2.030  -0.65
C -1.648 1.824 1.534  -0.21
C -1.399 1.904 0.160  0.45
O -0.560 1.219 -0.514  -0.68
C -2.761 2.584 2.021  0.13
C -3.663 3.403 1.123  -0.67
C -3.024 2.564 3.369  -0.25
H -1.937 1.170 6.297  0.24
H -3.593 1.688 5.918  0.25
H -2.332 2.884 6.117  0.26
H -0.547 0.526 4.477  0.23
H 0.988 0.025 2.889  0.27
H 1.008 0.815 1.344  0.21
H 0.077 -0.706 1.592  0.22
H -1.973 2.621 -0.418  0.20
H -3.168 4.327 0.809  0.25
H -4.562 3.689 1.663  0.25
H -3.980 2.866 0.230  0.23
H -3.869 3.131 3.752  0.24
O 2.093 1.211 -1.239  -0.51
N 3.308 1.660 -1.554  0.05
C 4.154 1.815 -0.616  0.03
C 3.864 1.513 0.777  0.22
N 3.582 1.239 1.858  -0.21
C 5.453 2.334 -0.964  0.20
N 6.499 2.763 -1.175  -0.13



Computed, not measured: a molecular structure, C23H43BBiCl2F4N3O4Si, with ωB97M-V/def2-TZVPD.

## Properties
- Frontier orbital gap: 4.66 eV
- Total charge: 0
- Spin multiplicity: 1
- E_LUMO: -0.85 eV

Last column: Löwdin charge in e.
Cartesian coordinates (Å):
C -1.944 0.055 -4.950  -0.05
C -1.506 -0.788 -3.796  -0.20
H -1.535 -0.364 -5.880  0.06
H -1.625 1.099 -4.852  0.06
H -3.043 0.023 -5.049  0.09
C -0.921 -1.986 -4.029  -0.14
C -0.360 -2.526 -5.318  -0.13
H -0.852 -2.757 -3.254  0.09
H 0.351 -1.859 -5.832  0.07
H -1.129 -2.854 -6.038  0.07
H 0.199 -3.438 -5.054  0.06
Bi 2.086 0.223 1.791  1.79
Cl -3.433 2.721 -0.192  0.32
C 0.194 -2.352 2.458  -0.26
O 1.215 -1.854 1.885  -0.25
N 0.272 -3.416 3.230  -0.13
C 1.557 -4.068 3.496  0.00
C -0.937 -4.048 3.760  0.00
H -0.787 -1.898 2.299  0.16
H 2.263 -3.389 3.990  0.10
H 2.002 -4.425 2.559  0.10
H 1.336 -4.917 4.155  0.09
H -1.631 -3.291 4.142  0.10
H -0.621 -4.713 4.569  0.09
H -1.453 -4.630 2.982  0.10
H 1.854 4.350 5.769  0.09
H -1.025 3.606 4.724  0.09
C 1.987 3.668 4.920  -0.02
C -0.363 4.447 4.472  -0.03
N 0.925 3.963 3.952  -0.17
H 1.904 2.629 5.279  0.10
C 0.971 3.478 2.699  -0.30
O 1.933 2.835 2.220  -0.18
H -0.858 5.053 3.701  0.10
H 0.046 3.667 2.115  0.14
H 2.975 3.822 4.474  0.09
H -0.186 5.052 5.365  0.09
H 3.732 0.071 -2.312  0.07
H 2.380 -2.250 -2.782  0.10
C 4.480 -0.527 -1.781  -0.04
C 3.306 -2.669 -2.347  -0.03
N 3.867 -1.785 -1.332  -0.16
H 4.853 0.010 -0.902  0.09
C 3.668 -2.025 -0.031  -0.28
O 3.756 -1.121 0.857  -0.29
H 3.067 -3.655 -1.918  0.09
H 3.466 -3.067 0.266  0.15
H 5.304 -0.739 -2.475  0.10
H 4.011 -2.792 -3.178  0.10
O -1.590 0.997 -2.018  -0.30
C -1.921 -0.260 -2.365  -0.47
C -0.219 -1.808 -1.225  -0.14
C -1.548 -1.404 -1.361  -0.16
H 0.578 -1.208 -1.656  0.03
C 0.093 -3.040 -0.659  -0.13
H -3.033 -0.239 -2.388  0.12
C -2.554 -2.164 -0.774  -0.03
H 1.128 -3.372 -0.612  0.07
C -0.932 -3.890 -0.234  -0.13
C -2.250 -3.423 -0.226  -0.10
H -3.578 -1.781 -0.837  0.11
H -0.698 -4.874 0.164  0.09
H -3.051 -4.046 0.194  0.10
Si -2.333 3.912 -1.460  0.11
Cl 1.606 0.601 -0.502  0.21
C -0.615 4.186 -0.719  -0.21
C -3.272 5.581 -1.356  -0.24
C -2.242 3.392 -3.225  -0.23
H -0.170 3.221 -0.420  0.00
H -0.712 4.844 0.166  0.01
H 0.049 4.675 -1.455  0.04
H -1.311 2.848 -3.408  0.02
H -2.267 4.280 -3.873  0.03
H -3.073 2.724 -3.473  0.03
H -3.114 6.026 -0.366  0.01
H -4.355 5.450 -1.486  0.02
H -2.934 6.319 -2.094  0.02
F -0.260 0.804 2.397  -0.01
B -0.330 0.379 3.803  -1.23
F 0.985 -0.173 4.089  -0.02
F -0.522 1.462 4.622  0.17
F -1.303 -0.591 3.933  0.16



Quick rundown of DFT total energy, same order as above: -112316.2220, -43466.9509, -87524.1239 eV
Quick rundown of relative energy (zero: lowest compared OMol25 entry of this formula, charge and spin), same order as above: 0.0, 16.8, 71.3 kcal/mol